(1)
Formula: C38H44ClIrN3O8P2Se2
Source: OMol25
Level of theory: ωB97M-V/def2-TZVPD

Geometry (Å):
Ir (-0.08549, -0.44930, 0.01264)
Cl (4.77325, 0.91929, 5.90230)
C (3.47644, 0.46930, 4.81138)
C (2.22141, 0.11485, 5.33700)
C (1.20526, -0.25232, 4.50356)
C (1.35558, -0.30558, 3.07424)
O (0.38749, -0.72600, 2.36787)
C (2.63782, 0.09867, 2.57092)
C (3.00275, 0.16095, 1.17153)
O (2.31164, 0.00458, 0.17459)
C (3.66988, 0.45901, 3.46327)
H (2.07173, 0.13653, 6.41007)
H (0.23758, -0.53581, 4.90108)
H (4.07370, 0.39164, 1.00683)
H (4.63546, 0.74010, 3.05545)
Se (-0.10283, 0.27264, -2.73596)
P (-2.23932, 0.05303, -2.55602)
Se (-2.94319, -0.28884, -0.54754)
C (-2.83098, -1.31579, -3.62292)
C (-2.01005, -1.86960, -4.59851)
C (-2.46889, -2.91868, -5.38922)
C (-3.74892, -3.41921, -5.20669)
C (-4.57538, -2.86647, -4.23423)
C (-4.11878, -1.82146, -3.44513)
C (-3.05506, 1.51159, -3.28445)
C (-3.79858, 2.38591, -2.50444)
C (-4.37284, 3.51475, -3.08026)
C (-4.20993, 3.76547, -4.43296)
C (-3.46566, 2.88970, -5.21724)
C (-2.88680, 1.76966, -4.64480)
H (-1.00152, -1.49074, -4.71286)
H (-1.81798, -3.35092, -6.14008)
H (-4.10239, -4.24271, -5.81592)
H (-5.57454, -3.25798, -4.08360)
H (-4.74916, -1.40727, -2.66702)
H (-3.91336, 2.18341, -1.44692)
H (-4.94171, 4.20063, -2.46458)
H (-4.65573, 4.64617, -4.87919)
H (-3.33159, 3.08628, -6.27389)
H (-2.29119, 1.09573, -5.25054)
O (-0.48337, 3.72124, 0.83826)
C (-0.70336, 2.55594, 1.11850)
O (-0.24474, 1.54441, 0.47215)
C (-1.60557, 2.30298, 2.32549)
C (-2.06514, 1.04884, 2.70164)
C (-2.87824, 0.93826, 3.81229)
C (-3.25835, 2.01599, 4.58050)
C (-2.79097, 3.24797, 4.17731)
C (-1.98151, 3.41222, 3.07224)
N (-3.18536, 4.43801, 4.97387)
O (-2.78784, 5.52059, 4.60374)
O (-3.88775, 4.25166, 5.94801)
N (-3.36652, -0.40681, 4.21229)
O (-3.94976, -0.49594, 5.27631)
O (-3.15440, -1.32784, 3.45740)
H (-1.77915, 0.15973, 2.16532)
H (-3.88724, 1.90383, 5.44861)
H (-1.63269, 4.38998, 2.77345)
C (-2.46122, -3.59488, 1.03054)
C (-1.69011, -4.48082, 0.02792)
C (-2.35419, -4.27165, -1.34393)
C (-1.83677, -5.95315, 0.43061)
P (0.08038, -3.85264, -0.09277)
N (0.04882, -2.29061, -0.25993)
C (0.93825, -4.53022, -1.62199)
C (2.43666, -4.21045, -1.49664)
C (0.44937, -3.74439, -2.84839)
C (0.75771, -6.03131, -1.87132)
C (1.03919, -4.32025, 1.46150)
C (1.45591, -5.79367, 1.54857)
C (2.28496, -3.41921, 1.56561)
C (0.16131, -3.98651, 2.67913)
H (-3.51355, -3.56709, 0.73542)
H (-2.10772, -2.56562, 1.03284)
H (-2.41299, -3.97806, 2.04703)
H (-3.42959, -4.43510, -1.22755)
H (-1.99625, -4.97609, -2.09375)
H (-2.21763, -3.25191, -1.70817)
H (-2.89886, -6.21477, 0.37467)
H (-1.51734, -6.13355, 1.45599)
H (-1.29727, -6.63470, -0.22523)
H (2.60025, -3.16342, -1.23464)
H (2.90153, -4.38838, -2.47080)
H (2.94423, -4.84247, -0.77212)
H (0.49081, -2.66697, -2.67620)
H (-0.56222, -3.99986, -3.14931)
H (1.11467, -3.98463, -3.68600)
H (1.03901, -6.64635, -1.01789)
H (1.39956, -6.32015, -2.71073)
H (-0.26656, -6.27701, -2.15013)
H (2.19834, -6.06262, 0.79943)
H (0.61434, -6.48030, 1.46164)
H (1.91271, -5.95912, 2.52996)
H (3.13389, -3.81474, 1.01163)
H (2.57682, -3.34750, 2.61723)
H (2.07266, -2.41103, 1.21519)
H (-0.66719, -4.68189, 2.79606)
H (-0.21889, -2.96449, 2.64032)
H (0.78717, -4.07064, 3.57305)

Calculated values
**Gap between HOMO and LUMO (spin up / spin down)**: 5.73 / 6.96 eV
**Net charge**: -1
**Molecular weight**: 1118.321 g/mol
**LUMO energy (spin up / spin down)**: 1.67 / 1.66 eV
**Energy relative to the best compared isomer or geometry (same formula, charge and spin)**: 0.00 kJ/mol
**Spin multiplicity**: 5

These are the Löwdin partial charges, in e, on atoms 1 to 6: 1.12 0.60 -0.68 -0.11 -0.01 -0.38

---

(2)
Formula: C38H44N5O3Ti
Source: OMol25
Level of theory: ωB97M-V/def2-TZVPD

Geometry (Å):
Ti (0.18904, -0.65710, 0.10684)
O (3.14802, 3.93495, 0.84570)
C (1.86817, 4.30941, 1.01527)
C (1.63177, 5.59901, 1.48918)
C (0.33973, 6.04271, 1.68406)
C (-0.74971, 5.21291, 1.41558)
C (-0.52446, 3.93279, 0.96179)
C (0.77822, 3.45879, 0.75995)
C (0.97100, 2.06773, 0.35501)
O (-0.05675, 1.25900, 0.35257)
N (2.14800, 1.61515, 0.02499)
N (2.07081, 0.23812, -0.18763)
C (3.20538, -0.31805, -0.48542)
C (3.45378, -1.71689, -0.57208)
C (4.74765, -2.17714, -0.87744)
C (5.03486, -3.51793, -0.85578)
C (4.02827, -4.42736, -0.50894)
C (2.75286, -4.00336, -0.20425)
C (2.44250, -2.64182, -0.24874)
O (1.21703, -2.22594, 0.00503)
H (3.16682, 3.04270, 0.44132)
H (2.48423, 6.23620, 1.68291)
H (0.17419, 7.04984, 2.04383)
H (-1.75913, 5.57176, 1.55928)
H (-1.34950, 3.26536, 0.75298)
H (4.04884, 0.35485, -0.62618)
H (5.51537, -1.45396, -1.12551)
H (6.02767, -3.87098, -1.09455)
H (4.25347, -5.48544, -0.48042)
H (1.97414, -4.70644, 0.05931)
C (0.96614, 2.71551, -4.12191)
C (0.16843, 1.44224, -4.03022)
C (-0.38415, 0.84844, -5.15625)
C (-1.13137, -0.32000, -5.05263)
C (-1.74544, -0.95537, -6.27147)
C (-1.31546, -0.90403, -3.80629)
C (-0.77574, -0.32621, -2.65525)
C (-0.04073, 0.85263, -2.79035)
N (-0.92076, -0.88430, -1.36012)
C (-2.00932, -1.79585, -0.96363)
C (-2.03904, -1.78320, 0.58811)
C (-3.11567, -2.74220, 1.12650)
C (-2.84802, -4.16013, 0.62156)
C (-2.86164, -4.16377, -0.90628)
C (-4.21512, -3.66317, -1.42145)
C (-4.47691, -2.24560, -0.90299)
C (-4.47969, -2.26030, 0.62800)
C (-3.38651, -1.29771, -1.41848)
C (-1.75283, -3.24359, -1.42073)
H (1.05451, 3.05318, -5.15281)
H (1.97164, 2.57592, -3.72105)
H (0.49346, 3.51159, -3.54391)
H (-0.23852, 1.30558, -6.12801)
H (-1.41893, -0.45924, -7.18341)
H (-2.83464, -0.89777, -6.23095)
H (-1.47539, -2.00972, -6.34281)
H (-1.88285, -1.82041, -3.75305)
H (0.35346, 1.34597, -1.91618)
H (-2.27508, -0.76480, 0.93485)
H (-1.09196, -2.10316, 1.06894)
H (-3.08084, -2.72188, 2.21793)
H (-3.61399, -4.83377, 1.01296)
H (-1.88190, -4.52008, 0.98912)
H (-2.67939, -5.17696, -1.27091)
H (-5.01174, -4.33350, -1.08855)
H (-4.22446, -3.67082, -2.51530)
H (-5.44374, -1.89363, -1.26855)
H (-5.26170, -2.92938, 0.99480)
H (-4.69540, -1.26213, 1.02004)
H (-3.53705, -0.28273, -1.03684)
H (-3.43855, -1.23938, -2.50551)
H (-1.70085, -3.30350, -2.50615)
H (-0.77794, -3.56027, -1.03785)
N (0.40627, -0.62412, 2.31199)
C (0.87519, 0.02470, 3.15360)
N (1.42207, 0.75522, 4.07053)
C (2.68483, 1.47303, 3.78489)
C (2.58840, 2.92635, 4.27010)
C (1.13131, 3.36288, 4.38198)
C (0.41857, 2.54935, 5.46435)
C (0.72995, 1.04408, 5.33871)
H (2.84973, 1.43113, 2.70822)
H (3.50280, 0.94123, 4.27405)
H (3.13129, 3.56116, 3.57025)
H (3.07437, 3.03025, 5.24274)
H (0.63386, 3.24214, 3.41605)
H (1.07546, 4.42349, 4.62559)
H (-0.65726, 2.71684, 5.41675)
H (0.75081, 2.89166, 6.44532)
H (-0.17212, 0.43656, 5.36623)
H (1.37786, 0.70264, 6.14708)

Calculated values
**Gap between HOMO and LUMO**: 6.71 eV
**Net charge**: +1
**Molecular weight**: 666.669 g/mol
**LUMO energy**: -3.74 eV
**Energy relative to the best compared isomer or geometry (same formula, charge and spin)**: 6.03 kJ/mol
**Spin multiplicity**: 1

These are the Löwdin partial charges, in e, on atoms 1 to 6: 1.14 0.06 -0.28 -0.01 -0.06 -0.07

---

(3)
Formula: C38H45Cl2N5O2Re
Source: OMol25
Level of theory: ωB97M-V/def2-TZVPD

Geometry (Å):
Re (0.46329, -0.04360, 0.04976)
N (-1.23149, 0.52739, 0.07508)
C (-3.74367, 2.16209, 0.69709)
C (-4.04275, 2.61863, 2.12261)
C (-2.86016, 2.39029, 3.03278)
N (-2.55902, 0.95256, 2.98324)
H (-3.04392, -0.40362, 0.71237)
H (-2.49559, 0.97170, 1.45521)
H (-4.06223, 0.47488, 0.19717)
H (-2.29153, 2.06014, -0.44721)
H (-4.88963, 2.03253, 2.49755)
H (-4.33463, 3.66372, 2.10227)
H (-3.07325, 2.74728, 4.04189)
H (-2.00491, 2.95832, 2.66055)
H (-3.43089, 0.43665, 3.09004)
H (-1.97952, 0.65796, 3.76257)
C (-0.34042, -7.34628, 0.91010)
C (-1.28514, -6.32188, 1.54001)
C (-2.73399, -6.78712, 1.34764)
C (-0.98171, -6.21575, 3.04658)
C (-1.08103, -4.93043, 0.96738)
C (-2.01648, -3.91374, 1.16163)
C (-1.71147, -2.61869, 0.80463)
N (-0.55644, -2.23428, 0.26650)
C (0.28588, -3.22858, -0.05948)
C (0.06913, -4.55382, 0.28305)
C (1.47631, -2.81292, -0.81837)
C (2.17926, -3.66192, -1.64386)
C (3.24595, -3.20059, -2.41975)
C (3.57334, -1.85193, -2.28569)
C (2.84888, -1.05372, -1.43269)
N (1.80729, -1.51122, -0.71005)
C (4.00484, -4.14207, -3.33561)
C (3.02680, -5.03636, -4.11172)
C (4.90587, -5.01588, -2.44326)
C (4.87697, -3.38103, -4.33641)
H (-0.55389, -8.33198, 1.32145)
H (0.70673, -7.12797, 1.12795)
H (-0.47380, -7.40156, -0.17234)
H (-2.83442, -7.80878, 1.71267)
H (-3.01946, -6.77465, 0.29454)
H (-3.44270, -6.17608, 1.90676)
H (-1.10223, -7.19467, 3.51174)
H (-1.66213, -5.51967, 3.53969)
H (0.04301, -5.88087, 3.22017)
H (-2.97961, -4.11479, 1.60787)
H (-2.44577, -1.84506, 0.97873)
H (0.81832, -5.28811, 0.02953)
H (1.86384, -4.69140, -1.71689)
H (4.37703, -1.40623, -2.85147)
H (3.08872, -0.00312, -1.31929)
H (2.46918, -5.71005, -3.46071)
H (3.58809, -5.65441, -4.81149)
H (2.31640, -4.43893, -4.68559)
H (4.31893, -5.60787, -1.73851)
H (5.61237, -4.40454, -1.87916)
H (5.47641, -5.70155, -3.07012)
H (4.28865, -2.67926, -4.93064)
H (5.33441, -4.09209, -5.02294)
H (5.68762, -2.83952, -3.84638)
C (0.38576, 4.39197, -0.90438)
C (1.66650, 4.77908, -0.53619)
C (2.48080, 3.85718, 0.08648)
C (2.01873, 2.55838, 0.31856)
C (0.75234, 2.12013, -0.09849)
C (-0.05131, 3.09431, -0.68019)
C (2.80571, 1.57126, 1.03012)
C (4.13046, 1.80566, 1.46785)
C (4.85285, 0.80229, 2.02366)
C (4.25030, -0.45847, 2.25256)
C (4.95015, -1.53004, 2.84919)
C (4.31417, -2.70740, 3.12264)
C (2.93897, -2.83032, 2.85193)
C (2.24520, -1.81040, 2.25535)
C (2.90207, -0.62055, 1.89057)
N (2.21752, 0.38274, 1.19982)
H (-0.27943, 5.09943, -1.38242)
H (2.01469, 5.78489, -0.72365)
H (3.47319, 4.15371, 0.39446)
H (-1.07034, 2.89204, -0.98283)
H (4.57318, 2.77618, 1.31454)
H (5.88613, 0.95538, 2.31012)
H (5.99642, -1.39449, 3.09223)
H (4.85017, -3.53014, 3.57492)
H (2.42092, -3.73814, 3.13375)
H (1.18028, -1.89449, 2.08588)
Cl (-2.70245, 0.92311, 0.10766)
C (-3.11540, 0.59079, -1.39192)
Cl (-4.64604, 3.11488, -0.40681)
C (-2.09701, 0.28213, -2.56487)
O (-2.56556, 0.42597, -3.65899)
O (-0.90597, -0.10208, -2.23482)
H (-4.14003, 0.48656, -1.74245)

Calculated values
**Gap between HOMO and LUMO (spin up / spin down)**: 6.22 / 6.01 eV
**Net charge**: +2
**Molecular weight**: 860.924 g/mol
**LUMO energy (spin up / spin down)**: -6.82 / -7.04 eV
**Energy relative to the best compared isomer or geometry (same formula, charge and spin)**: 2475.79 kJ/mol
**Spin multiplicity**: 2

These are the Löwdin partial charges, in e, on atoms 1 to 6: 1.59 -0.48 -0.76 -0.21 -0.22 0.03

---

(4)
Formula: C38H45F20N8O12S6V
Source: OMol25
Level of theory: ωB97M-V/def2-TZVPD

Geometry (Å):
V (-1.76987, -0.51106, 1.83371)
C (-3.34653, -4.38794, 1.33860)
F (-3.31243, -5.70374, 1.30772)
F (-3.93340, -3.96507, 0.23679)
F (-4.03455, -3.99353, 2.38198)
S (-1.53779, -3.77111, 1.40634)
O (-0.71626, -4.85695, 1.84911)
O (-1.27128, -3.31660, 0.06349)
N (-1.60973, -2.36697, 2.48634)
S (-1.47512, -2.96258, 3.99126)
O (-1.80431, -1.86865, 4.86569)
O (-2.12591, -4.21199, 4.25169)
C (0.39872, -3.20692, 4.28671)
F (0.67267, -4.40473, 4.72175)
F (1.04086, -2.98746, 3.16064)
F (0.77867, -2.33853, 5.19407)
C (1.79652, 1.31939, 0.51233)
F (0.89972, 2.07340, 1.10944)
F (2.35713, 1.93777, -0.48674)
F (2.70908, 0.96804, 1.38929)
S (0.88793, -0.28334, -0.10522)
O (1.18277, -0.55166, -1.48899)
O (1.18489, -1.34709, 0.83117)
N (-0.81277, 0.15588, 0.19055)
S (-1.29860, 0.99382, -1.14335)
O (-2.46413, 1.73941, -0.77979)
O (-0.26260, 1.78390, -1.74947)
C (-1.85906, -0.33168, -2.42230)
F (-1.43060, -1.54073, -2.13364)
F (-3.18423, -0.35750, -2.41675)
F (-1.43105, 0.04063, -3.60411)
C (-3.69921, 0.54722, 5.40569)
F (-4.07778, -0.53232, 6.07521)
F (-4.16925, 1.63683, 5.97128)
F (-2.36947, 0.54830, 5.35616)
S (-4.36440, 0.42994, 3.58917)
O (-4.54329, -0.98738, 3.38426)
O (-5.50793, 1.27879, 3.48913)
N (-2.98679, 0.85507, 2.66029)
S (-3.03860, 2.48377, 2.57929)
O (-3.32733, 3.18024, 3.80598)
O (-1.83250, 2.90527, 1.89531)
C (-4.48087, 2.91558, 1.33719)
F (-5.37707, 3.61888, 1.99846)
F (-4.01894, 3.62815, 0.33970)
F (-5.03661, 1.80367, 0.86519)
C (-7.21969, -1.05738, 0.77023)
C (-6.81983, -1.91490, -0.43386)
C (-5.51984, -1.47665, -1.06942)
C (-4.44057, -1.19815, -0.13742)
N (-3.59100, -0.99391, 0.59966)
H (-7.44815, -0.03820, 0.44915)
H (-6.44581, -0.96499, 1.53456)
H (-8.09431, -1.45894, 1.27966)
H (-7.62520, -1.92286, -1.17021)
H (-6.80922, -2.96607, -0.13114)
H (-5.66884, -0.48198, -1.51458)
H (-5.20329, -2.12028, -1.88924)
C (3.74011, -0.84627, 3.84623)
C (2.95942, -0.25425, 5.02950)
C (1.93331, 0.79538, 4.62116)
C (0.80008, 0.40791, 3.78013)
N (-0.08203, 0.10653, 3.12611)
H (4.47576, -0.16519, 3.42490)
H (3.00884, -1.19713, 3.11863)
H (4.28026, -1.71768, 4.21995)
H (3.62941, 0.14110, 5.79344)
H (2.44993, -1.06523, 5.55027)
H (2.44620, 1.60004, 4.08270)
H (1.56672, 1.30428, 5.51608)
C (1.08199, -5.15239, -3.17170)
C (1.25108, -3.91186, -2.31571)
C (1.80516, -4.20443, -0.91340)
C (3.12823, -4.81501, -0.93610)
N (4.17556, -5.28669, -0.98210)
H (2.01787, -5.71757, -3.19351)
H (0.83904, -4.90567, -4.20393)
H (0.34081, -5.82517, -2.73609)
H (0.32706, -3.34161, -2.24376)
H (1.99570, -3.23272, -2.74515)
H (1.12423, -4.87641, -0.38485)
H (1.87279, -3.26817, -0.36047)
C (4.08435, 0.46840, -3.21498)
C (3.25901, 0.05230, -4.43078)
C (2.06918, 0.92318, -4.78360)
C (2.41887, 2.26172, -5.22385)
N (2.69752, 3.31080, -5.59676)
H (3.52129, 0.71415, -2.32477)
H (4.76365, 1.29451, -3.43872)
H (4.69408, -0.39633, -2.95983)
H (2.89658, -0.94407, -4.15310)
H (3.93571, -0.16466, -5.25995)
H (1.39133, 0.95055, -3.92638)
H (1.47175, 0.38683, -5.52672)
C (3.45486, 4.21204, 2.00757)
C (2.40703, 5.31195, 2.00236)
C (0.95143, 4.88574, 2.06514)
C (0.64286, 4.05237, 3.22961)
N (0.44806, 3.38893, 4.14557)
H (3.37396, 3.55465, 1.13816)
H (3.36920, 3.58286, 2.90028)
H (4.48750, 4.56045, 2.03342)
H (2.50568, 5.87070, 1.06892)
H (2.62997, 5.96853, 2.84516)
H (0.59003, 4.35306, 1.18286)
H (0.34636, 5.79418, 2.08977)
F (-2.16586, 2.63344, -3.68808)
C (-2.42582, 3.22929, -4.85560)
C (-3.11609, 4.42975, -4.95015)
C (-3.33085, 5.00970, -6.19391)
C (-2.80245, 4.42218, -7.33292)
C (-2.05885, 3.25538, -7.23489)
C (-1.87924, 2.65844, -5.99804)
H (-3.50866, 4.90121, -4.05823)
H (-3.95199, 5.88985, -6.28066)
H (-2.90256, 4.89964, -8.29909)
H (-1.60184, 2.79119, -8.09769)
H (-1.33541, 1.72600, -5.91530)
F (3.72357, -1.47900, -0.73827)
C (5.06960, -1.36023, -0.68149)
C (5.87276, -2.39892, -1.13071)
C (7.26064, -2.23425, -1.17204)
C (7.80347, -1.00904, -0.80354)
C (6.99064, 0.04183, -0.38222)
C (5.63278, -0.14895, -0.31651)
H (5.43103, -3.36802, -1.32813)
H (7.87705, -3.04852, -1.52241)
H (8.87636, -0.87157, -0.84838)
H (7.48035, 0.95656, -0.07899)
H (4.97064, 0.64531, -0.00246)

Calculated values
**Gap between HOMO and LUMO (spin up / spin down)**: 6.89 / 7.66 eV
**Net charge**: 0
**Molecular weight**: 1429.128 g/mol
**LUMO energy (spin up / spin down)**: -2.41 / -1.64 eV
**Spin multiplicity**: 3

These are the Löwdin partial charges, in e, on atoms 1 to 6: 0.93 -0.68 0.18 0.15 0.16 0.71